P | {
  "formula": "H6IO3",
  "method": "wB97M-V/def2-TZVPD",
  "symbols": ["I", "O", "O", "O", "H", "H", "H", "H", "H", "H"],
  "xyz": [[-0.888, 1.488, -0.842], [0.670, 1.854, 2.620], [1.166, -1.197, 0.258], [-1.793, -1.899, -1.931], [1.319, 2.559, 2.705], [0.741, -0.339, 0.017], [1.479, -1.547, -0.583], [-1.176, -1.402, -1.368], [-2.117, -1.223, -2.535], [0.598, 1.707, 1.659]],
  "total_charge": -1,
  "homo_ev": -4.284,
  "orbital_gap_ev": 7.865
}

---

Q | {
  "formula": "H6IO3",
  "method": "wB97M-V/def2-TZVPD",
  "symbols": ["I", "O", "O", "O", "H", "H", "H", "H", "H", "H"],
  "xyz": [[7.723, -4.991, -18.268], [4.201, -4.105, -19.175], [7.791, -4.553, -14.707], [10.795, -3.541, -16.955], [10.489, -2.698, -16.676], [7.874, -4.958, -15.571], [3.871, -4.962, -18.922], [7.794, -5.224, -13.988], [5.144, -4.257, -19.197], [10.190, -3.990, -17.574]],
  "total_charge": -1,
  "homo_ev": -4.239,
  "orbital_gap_ev": 7.830
}

---

Going by the computed energies, the most stable comes first: P, Q.